[1]
Molecular formula: C8H16GdO4Si
Method: DFT, wB97M-V/def2-TZVPD

The multiplicity is 8. The energy is -1669.02528 Ha. Its net charge is +3. The value obtained for the HOMO energy (alpha / beta) is -19.98 / -19.99 eV. The calculation puts the max |F| at 10.09 eV Å⁻¹.

```
30
Properties=species:S:1:pos:R:3:forces:R:3:mulliken_charge:R:1
C 2.88192 0.13311 1.64786 0.8783 0.2020 0.2989 -1.068
Si 1.64038 -0.30286 0.24301 2.2572 -0.5623 0.6640 0.186
C 1.37573 -2.20580 0.11056 -0.9204 -1.0229 0.0219 -0.800
C 2.31039 0.51836 -1.39713 0.0273 0.2169 -0.6784 -0.673
C -0.14031 0.48050 0.50083 -0.7505 -0.7355 -0.2554 0.047
C -0.93705 0.24953 -0.91079 -0.5123 0.2292 0.9282 -1.478
C -2.56331 0.11567 -0.78970 0.2684 -0.7859 -0.7159 -0.941
C -3.10250 -0.83072 0.43524 -6.1160 0.5209 4.7914 0.277
O -4.21355 -0.39958 1.09495 8.4176 -2.7523 -4.8442 -0.417
O -2.45626 -2.11631 0.85802 -1.3194 3.5192 -3.7513 -0.363
O 0.03203 1.95374 0.68519 -4.6125 1.5156 1.5403 -0.257
C -1.22299 2.55236 1.16568 1.1056 -1.1747 3.6882 0.334
O -1.51292 2.43476 2.48916 1.4829 0.5924 -6.3849 0.053
H 3.74542 -0.68937 1.60477 -1.8430 1.7294 0.0912 0.337
H 3.39721 1.18088 1.40905 -1.1651 -2.2111 0.8328 0.335
H 2.41668 0.09537 2.72810 1.0195 0.2039 -2.1182 0.347
H 0.22127 -2.44085 -0.02235 2.2560 0.1823 0.3220 0.160
H 1.94442 -2.71285 -0.79039 -1.0230 1.0418 1.9291 0.362
H 1.70945 -2.69452 1.14291 -0.7128 0.9487 -2.2996 0.333
H 2.59148 -0.30589 -2.20114 -0.3634 1.8786 1.5494 0.276
H 3.24612 1.18297 -1.09175 -1.9330 -1.3819 -1.0377 0.354
H 1.50125 1.27385 -1.84026 1.4387 -1.0520 0.4824 -0.017
H -0.65209 0.02711 1.44952 0.6032 0.6468 -2.0095 0.656
H -0.72538 1.20620 -1.59231 -0.0223 -0.7413 3.3113 -0.031
H -0.41518 -0.65005 -1.49177 -0.8753 1.1128 1.2413 1.225
H -3.04693 1.17574 -0.66544 0.6660 -2.2349 -0.2460 0.316
H -2.93113 -0.40698 -1.79717 0.1535 1.1050 1.9498 0.382
H -2.28170 -2.59660 -0.02318 -0.2360 0.5322 1.8703 0.366
H -1.99891 3.13577 0.47208 1.6276 -0.9559 1.5715 0.402
Gd -0.81355 0.63645 -3.42355 0.2030 -0.5669 -2.7431 2.297
```
Forces are in eV/Å.

---

[2]
Molecular formula: C15H20ClNO4S
Method: DFT, wB97M-V/def2-TZVPD

The energy is -1797.70332 Ha. As for the energy above the lowest of the compared OMol25 structures with the same formula, charge and spin: 0.000 eV. As for the SMILES: CCOC(=O)[C@H]1CCCN(S(=O)(=O)Cc2ccc(Cl)cc2)C1. The value obtained for the HOMO energy is -9.01 eV. The calculation puts the max |F| at 1.02 eV Å⁻¹.

```
42
Properties=species:S:1:pos:R:3:forces:R:3:mulliken_charge:R:1
C 1.69241 1.16698 3.00170 -0.1119 0.3067 -0.3385 -1.125
C 1.91178 1.94420 1.71388 0.4477 -0.2945 0.0959 0.065
O 0.64281 2.38555 1.22376 -0.1155 0.1334 0.4851 -0.347
C 0.30234 2.10628 -0.03198 -0.2605 0.2084 -0.3024 0.336
O 1.03476 1.61097 -0.84644 0.0797 0.0737 -0.1002 -0.596
C -1.14924 2.50580 -0.24709 -0.0563 -0.1789 -0.0588 0.561
C -1.53928 2.60820 -1.72332 0.2858 -0.1381 0.0394 -1.332
C -1.57817 1.23135 -2.38364 -0.1602 -0.0230 0.0762 -0.412
C -2.45946 0.28236 -1.57567 -0.0486 -0.0858 -0.6128 -0.965
N -1.92412 0.19948 -0.23553 -0.0998 -0.8222 0.5278 0.498
S -2.36579 -1.14984 0.64586 -0.1981 -0.1635 -0.4140 1.172
O -1.89846 -0.95354 1.98616 0.3217 0.1029 0.1564 -0.637
O -3.75461 -1.46836 0.45528 0.0414 -0.0326 -0.2384 -0.762
C -1.37517 -2.48263 -0.12928 -0.4623 0.8660 0.2687 -1.596
C 0.02738 -2.02152 -0.27627 0.5366 -0.0684 -0.0660 0.331
C 0.54008 -1.64929 -1.51370 0.0121 -0.1293 0.1480 0.046
C 1.83709 -1.18702 -1.63588 0.0778 -0.0549 0.0569 -0.894
C 2.63287 -1.10073 -0.50636 -0.2940 -0.1655 0.0182 0.477
Cl 4.25430 -0.52726 -0.64381 0.2332 0.1176 -0.0140 -0.221
C 2.14306 -1.46989 0.73695 0.0916 0.0392 -0.1129 -0.821
C 0.84204 -1.92261 0.84675 -0.0281 -0.0489 -0.1329 -0.024
C -2.02510 1.46074 0.46108 0.0297 0.4517 0.6039 -1.536
H 1.01638 0.33434 2.82236 -0.0342 -0.1106 0.0116 0.152
H 1.25150 1.81274 3.75653 -0.0304 0.0137 0.1286 0.385
H 2.64240 0.79022 3.36970 0.1123 -0.0589 0.0691 0.372
H 2.38889 1.32800 0.94661 -0.0209 0.1534 0.1291 0.066
H 2.52231 2.83525 1.89206 -0.0726 -0.1133 -0.0885 0.316
H -1.29698 3.46713 0.25347 0.0027 -0.1030 0.0001 0.502
H -2.52554 3.07424 -1.78834 -0.0054 0.0573 0.0087 0.470
H -0.82419 3.24434 -2.24673 -0.0688 0.0651 -0.0171 0.409
H -1.96180 1.31568 -3.40124 -0.0065 -0.0325 -0.0233 0.417
H -0.56596 0.83061 -2.41506 -0.0294 -0.0357 -0.0925 0.110
H -3.49963 0.64101 -1.55366 0.0358 -0.0957 -0.0046 0.442
H -2.45741 -0.71782 -2.00752 -0.0726 0.0214 -0.1644 0.459
H -1.85472 -2.72743 -1.07134 -0.0399 -0.0620 -0.0683 0.474
H -1.47582 -3.31314 0.56569 -0.1301 -0.0299 0.0481 0.552
H -0.07683 -1.72905 -2.39633 -0.0992 0.0096 -0.1188 0.399
H 2.22691 -0.88944 -2.59590 0.0549 0.0449 -0.0772 0.419
H 2.77707 -1.40291 1.60710 0.0733 0.0140 0.0750 0.490
H 0.44471 -2.19571 1.81214 -0.0097 -0.0377 0.1288 0.389
H -3.06812 1.81316 0.47757 0.0814 -0.0040 0.0106 0.361
H -1.69111 1.29810 1.48589 -0.0625 0.2102 -0.0405 0.598
```
Forces are in eV/Å.

---

The highest energy belongs to which entry? C8H16GdO4Si

---

energy of number 1 (C8H16GdO4Si)? -1669.02528 Ha